[1]
ORCA calculation (ωB97M-V with the def2-TZVPD basis set) on a molecular structure, C52H56ClN4O5P2SSnTe.

Geometry (Å):
Sn (0.206, 0.240, 1.723)
C (-1.021, 3.665, -2.293)
N (-0.846, 2.682, -1.222)
P (0.488, 2.772, -0.164)
C (0.492, 4.519, 0.375)
C (-0.032, 4.766, 1.643)
C (-0.141, 6.062, 2.128)
C (0.283, 7.127, 1.347)
C (0.816, 6.894, 0.085)
C (0.919, 5.600, -0.398)
C (1.933, 2.667, -1.270)
C (3.150, 3.253, -0.927)
C (4.288, 3.009, -1.684)
C (4.225, 2.168, -2.787)
C (3.019, 1.571, -3.130)
C (1.882, 1.819, -2.376)
P (-2.032, 1.530, -0.780)
C (-3.552, 2.526, -1.017)
C (-4.595, 2.188, -1.873)
C (-5.730, 2.987, -1.949)
C (-5.831, 4.133, -1.177)
C (-4.794, 4.479, -0.318)
C (-3.669, 3.677, -0.234)
C (-2.148, 0.366, -2.189)
C (-1.638, 0.593, -3.466)
C (-1.756, -0.372, -4.457)
C (-2.390, -1.578, -4.186)
C (-2.896, -1.818, -2.917)
C (-2.767, -0.855, -1.925)
H (-1.133, 4.672, -1.882)
H (-1.921, 3.442, -2.863)
H (-0.162, 3.659, -2.968)
H (-0.353, 3.931, 2.258)
H (-0.546, 6.237, 3.116)
H (0.204, 8.139, 1.723)
H (1.149, 7.725, -0.523)
H (1.343, 5.425, -1.380)
H (3.217, 3.893, -0.056)
H (5.225, 3.477, -1.409)
H (5.114, 1.977, -3.376)
H (2.963, 0.898, -3.978)
H (0.952, 1.322, -2.621)
H (-4.525, 1.301, -2.490)
H (-6.534, 2.712, -2.620)
H (-6.714, 4.756, -1.241)
H (-4.867, 5.372, 0.290)
H (-2.864, 3.950, 0.441)
H (-1.133, 1.522, -3.694)
H (-1.351, -0.181, -5.443)
H (-2.484, -2.329, -4.960)
H (-3.381, -2.760, -2.694)
H (-3.140, -1.059, -0.926)
C (5.559, -1.409, 1.725)
N (4.658, -0.285, 1.575)
C (3.631, -0.022, 2.386)
N (3.396, -0.838, 3.407)
S (2.711, 1.396, 2.123)
H (6.311, -1.359, 0.941)
H (5.034, -2.364, 1.630)
H (6.066, -1.380, 2.692)
H (4.766, 0.350, 0.801)
H (3.795, -1.764, 3.421)
H (2.520, -0.741, 3.907)
O (-0.921, -2.988, 4.965)
Cl (-0.642, -1.798, 4.227)
O (0.803, -1.719, 3.963)
O (-1.048, -0.624, 4.938)
O (-1.302, -1.836, 2.930)
C (5.398, -8.821, -0.669)
C (4.612, -7.648, -0.151)
C (3.460, -7.213, -0.794)
C (2.715, -6.139, -0.323)
C (1.498, -5.716, -1.095)
C (3.125, -5.481, 0.848)
Te (2.107, -3.696, 1.565)
N (1.417, -1.537, 0.931)
C (1.250, -1.138, -0.288)
O (0.509, -0.087, -0.482)
C (1.834, -1.779, -1.499)
C (1.062, -1.869, -2.652)
C (1.575, -2.484, -3.783)
C (2.872, -2.985, -3.776)
C (3.655, -2.872, -2.636)
C (3.134, -2.273, -1.497)
C (0.243, -4.618, 1.978)
C (0.227, -5.458, 3.096)
C (1.414, -5.639, 4.001)
C (-0.950, -6.133, 3.402)
C (-2.100, -5.976, 2.649)
C (-3.368, -6.704, 2.999)
C (-2.060, -5.112, 1.564)
C (-0.911, -4.416, 1.211)
C (-1.005, -3.454, 0.063)
C (4.298, -5.891, 1.500)
C (4.862, -5.247, 2.747)
C (5.015, -6.971, 0.988)
H (5.032, -9.142, -1.644)
H (5.324, -9.669, 0.013)
H (6.456, -8.573, -0.768)
H (3.132, -7.721, -1.694)
H (1.384, -6.322, -1.993)
H (1.575, -4.670, -1.403)
H (0.594, -5.824, -0.495)
H (0.056, -1.468, -2.644)
H (0.963, -2.572, -4.672)
H (3.274, -3.461, -4.662)
H (4.667, -3.255, -2.631)
H (3.737, -2.173, -0.604)
H (1.727, -4.678, 4.416)
H (2.260, -6.084, 3.472)
H (1.156, -6.292, 4.833)
H (-0.967, -6.778, 4.274)
H (-3.262, -7.252, 3.935)
H (-3.638, -7.417, 2.217)
H (-4.197, -6.004, 3.108)
H (-2.959, -4.956, 0.976)
H (-1.820, -3.738, -0.603)
H (-0.090, -3.412, -0.522)
H (-1.208, -2.448, 0.437)
H (4.213, -4.482, 3.168)
H (5.834, -4.795, 2.535)
H (5.019, -6.001, 3.520)
H (5.915, -7.289, 1.506)

Output
F_max, eV/A: 0.20
2S+1: 2
Relative energy (zero: lowest compared OMol25 entry of this formula, charge and spin), kJ/mol: 0.0
Highest occupied orbital energy (alpha / beta), eV: -7.028 / -7.776
Kohn-Sham gap (alpha / beta), Eh: 0.2648 / 0.2487


[2]
ORCA calculation (ωB97M-V with the def2-TZVPD basis set) on a molecular structure, C52H58AuBN5OS2Sb.

Geometry (Å):
Au (0.313, 1.148, 0.071)
N (4.128, 2.658, -1.322)
C (2.816, 2.338, -1.129)
S (2.581, 1.079, 0.087)
N (1.926, 2.976, -1.813)
N (0.626, 2.649, -1.473)
C (-0.292, 3.424, -1.911)
C (-1.704, 3.315, -1.616)
C (-2.517, 4.304, -2.202)
C (-3.873, 4.363, -1.993)
C (-4.458, 3.406, -1.157)
C (-3.694, 2.428, -0.568)
C (-2.302, 2.337, -0.775)
O (-1.702, 1.312, -0.215)
H (4.833, 2.036, -0.970)
H (4.352, 3.236, -2.113)
H (0.023, 4.264, -2.530)
H (-2.039, 5.040, -2.839)
H (-4.469, 5.137, -2.456)
H (-5.524, 3.433, -0.966)
H (-4.137, 1.686, 0.080)
C (-3.253, -2.393, 2.719)
C (-2.972, -1.276, 1.709)
C (-3.763, -1.512, 0.422)
C (-3.265, 0.089, 2.301)
C (-4.584, 0.518, 2.409)
C (-4.886, 1.770, 2.913)
C (-3.860, 2.614, 3.299)
C (-2.524, 2.221, 3.240)
C (-1.501, 3.215, 3.781)
C (-0.488, 3.727, 2.758)
C (-0.802, 2.733, 5.053)
C (-2.244, 0.937, 2.748)
N (-0.916, 0.399, 2.837)
B (0.240, 0.329, 1.977)
N (1.219, -0.399, 2.737)
C (0.634, -0.781, 3.947)
C (-0.626, -0.328, 3.997)
C (2.644, -0.520, 2.633)
C (3.417, 0.455, 3.276)
C (4.800, 0.339, 3.229)
C (5.401, -0.716, 2.563)
C (4.621, -1.673, 1.939)
C (3.231, -1.597, 1.960)
C (2.405, -2.676, 1.295)
C (2.216, -3.860, 2.247)
C (3.009, -3.139, -0.030)
C (2.786, 1.631, 4.000)
C (3.270, 2.972, 3.444)
C (3.037, 1.546, 5.506)
H (-3.044, -3.368, 2.274)
H (-4.303, -2.377, 3.022)
H (-2.641, -2.292, 3.614)
H (-1.911, -1.309, 1.449)
H (-4.828, -1.644, 0.624)
H (-3.402, -2.414, -0.074)
H (-3.634, -0.679, -0.271)
H (-5.383, -0.136, 2.086)
H (-5.916, 2.094, 2.992)
H (-4.095, 3.600, 3.680)
H (-2.100, 4.084, 4.068)
H (0.286, 2.988, 2.551)
H (0.011, 4.617, 3.147)
H (-0.973, 3.993, 1.817)
H (-0.158, 1.873, 4.863)
H (-1.529, 2.448, 5.816)
H (-0.180, 3.534, 5.459)
H (1.191, -1.335, 4.684)
H (-1.356, -0.430, 4.782)
H (5.415, 1.085, 3.718)
H (6.481, -0.795, 2.536)
H (5.100, -2.495, 1.423)
H (1.421, -2.261, 1.081)
H (3.181, -4.306, 2.504)
H (1.597, -4.629, 1.780)
H (1.730, -3.549, 3.173)
H (3.934, -3.701, 0.123)
H (3.219, -2.291, -0.685)
H (2.301, -3.792, -0.541)
H (1.706, 1.583, 3.844)
H (4.342, 3.104, 3.607)
H (2.754, 3.794, 3.946)
H (3.078, 3.048, 2.374)
H (4.103, 1.623, 5.731)
H (2.674, 0.602, 5.915)
H (2.525, 2.360, 6.023)
S (-0.452, -1.828, -0.927)
Sb (-0.249, -2.012, -3.153)
C (1.623, -1.373, -3.885)
C (2.014, -0.075, -3.571)
C (3.217, 0.421, -4.048)
C (4.038, -0.384, -4.827)
C (3.651, -1.679, -5.140)
C (2.439, -2.174, -4.676)
C (-0.500, -3.954, -3.934)
C (0.429, -4.944, -3.624)
C (0.247, -6.236, -4.093)
C (-0.866, -6.544, -4.864)
C (-1.799, -5.562, -5.163)
C (-1.620, -4.266, -4.697)
C (-1.613, -0.782, -4.181)
C (-1.700, -0.792, -5.570)
C (-2.548, 0.099, -6.210)
C (-3.290, 1.006, -5.464)
C (-3.194, 1.022, -4.080)
C (-2.357, 0.121, -3.432)
H (1.380, 0.560, -2.962)
H (3.505, 1.437, -3.812)
H (4.980, 0.001, -5.197)
H (4.288, -2.305, -5.752)
H (2.133, -3.179, -4.943)
H (1.290, -4.715, -3.005)
H (0.970, -7.004, -3.851)
H (-1.009, -7.553, -5.227)
H (-2.672, -5.804, -5.756)
H (-2.356, -3.506, -4.930)
H (-1.106, -1.484, -6.158)
H (-2.622, 0.093, -7.290)
H (-3.944, 1.708, -5.966)
H (-3.762, 1.738, -3.499)
H (-2.272, 0.124, -2.350)

Output
F_max, eV/A: 0.86
Highest occupied orbital energy, eV: -7.630
Kohn-Sham gap, Eh: 0.2898


[3]
ORCA calculation (ωB97M-V with the def2-TZVPD basis set) on 9 unconnected molecules or ions with the total composition C52H58BClNO3S.

Geometry (Å):
O (-1.231, 1.371, 0.593)
B (-0.936, 2.299, -0.355)
O (0.257, 2.289, -1.020)
C (-1.981, 3.510, -0.607)
C (-2.999, 3.735, 0.528)
N (-4.419, 3.584, 0.028)
C (-4.617, 2.387, -0.881)
S (-6.281, 2.413, -1.573)
Cl (-4.369, 0.975, 0.133)
C (-3.638, 2.481, -2.064)
O (-2.620, 3.424, -1.887)
H (-0.915, 0.485, 0.408)
H (0.210, 2.259, -1.977)
H (-1.376, 4.416, -0.680)
H (-2.923, 4.744, 0.933)
H (-2.874, 3.035, 1.352)
H (-5.032, 3.443, 0.833)
H (-4.710, 4.409, -0.499)
H (-6.889, 1.864, -0.523)
H (-4.194, 2.816, -2.943)
H (-3.263, 1.476, -2.284)
C (1.092, -4.027, -1.515)
C (-0.183, -4.449, -1.164)
C (-1.136, -3.525, -0.761)
C (-0.807, -2.179, -0.711)
C (0.469, -1.753, -1.060)
C (1.420, -2.680, -1.463)
H (1.835, -4.747, -1.831)
H (-0.435, -5.501, -1.205)
H (-2.129, -3.854, -0.485)
H (-1.549, -1.451, -0.400)
H (0.730, -0.701, -1.020)
H (2.416, -2.354, -1.735)
C (2.024, 1.211, -4.420)
C (2.360, 1.033, -5.755)
C (3.311, 1.854, -6.343)
C (3.929, 2.849, -5.597)
C (3.595, 3.028, -4.263)
C (2.638, 2.211, -3.677)
H (1.287, 0.562, -3.960)
H (1.886, 0.252, -6.335)
H (3.574, 1.717, -7.383)
H (4.676, 3.483, -6.056)
H (4.080, 3.799, -3.679)
H (2.384, 2.346, -2.633)
C (-8.634, 4.464, -5.159)
C (-9.662, 4.684, -6.064)
C (-10.894, 4.075, -5.875)
C (-11.102, 3.248, -4.780)
C (-10.076, 3.028, -3.874)
C (-8.842, 3.635, -4.065)
H (-7.673, 4.939, -5.308)
H (-9.503, 5.331, -6.916)
H (-11.695, 4.245, -6.583)
H (-12.065, 2.776, -4.634)
H (-10.240, 2.383, -3.020)
H (-8.039, 3.462, -3.360)
C (-6.880, 0.168, 5.346)
C (-5.905, 0.183, 6.333)
C (-4.597, 0.525, 6.016)
C (-4.266, 0.859, 4.711)
C (-5.244, 0.845, 3.725)
C (-6.550, 0.498, 4.039)
H (-7.898, -0.103, 5.595)
H (-6.161, -0.076, 7.351)
H (-3.838, 0.527, 6.786)
H (-3.246, 1.127, 4.464)
H (-4.984, 1.105, 2.706)
H (-7.312, 0.480, 3.270)
C (6.208, -7.108, -1.170)
C (4.959, -7.565, -0.773)
C (3.984, -6.663, -0.372)
C (4.258, -5.303, -0.371)
C (5.506, -4.846, -0.772)
C (6.483, -5.748, -1.169)
H (6.969, -7.813, -1.479)
H (4.746, -8.626, -0.776)
H (3.011, -7.021, -0.057)
H (3.503, -4.594, -0.057)
H (5.718, -3.783, -0.774)
H (7.457, -5.389, -1.475)
C (-4.610, -3.058, 9.163)
C (-3.636, -3.041, 10.153)
C (-2.330, -2.696, 9.836)
C (-1.998, -2.361, 8.530)
C (-2.972, -2.375, 7.542)
C (-4.277, -2.726, 7.858)
H (-5.627, -3.331, 9.411)
H (-3.895, -3.300, 11.171)
H (-1.570, -2.688, 10.606)
H (-0.979, -2.091, 8.284)
H (-2.714, -2.113, 6.523)
H (-5.036, -2.740, 7.085)
C (8.367, -2.264, -1.694)
C (8.123, -1.662, -0.468)
C (9.171, -1.113, 0.257)
C (10.463, -1.163, -0.246)
C (10.708, -1.766, -1.472)
C (9.661, -2.318, -2.196)
H (7.547, -2.690, -2.260)
H (7.114, -1.615, -0.075)
H (8.978, -0.644, 1.214)
H (11.281, -0.730, 0.317)
H (11.715, -1.804, -1.865)
H (9.852, -2.789, -3.151)
C (7.506, 2.914, 0.670)
C (6.309, 3.550, 0.970)
C (5.143, 3.175, 0.317)
C (5.174, 2.162, -0.633)
C (6.370, 1.527, -0.931)
C (7.536, 1.903, -0.281)
H (8.415, 3.205, 1.179)
H (6.285, 4.336, 1.713)
H (4.209, 3.673, 0.549)
H (4.267, 1.868, -1.142)
H (6.397, 0.737, -1.671)
H (8.467, 1.407, -0.519)

Output
F_max, eV/A: 0.85
Total charge: +1
Highest occupied orbital energy, eV: -10.459
Kohn-Sham gap, Eh: 0.2684


[4]
ORCA calculation (ωB97M-V with the def2-TZVPD basis set) on a molecular structure, C52H59BN7OP2SSbTe2Ti at a distorted geometry.

Geometry (Å):
Ti (0.835, 0.258, 0.130)
C (0.962, 2.755, 5.935)
C (-0.046, 2.609, 4.970)
N (0.434, 2.095, 3.848)
N (1.745, 1.888, 4.055)
C (2.091, 2.288, 5.296)
B (2.749, 1.474, 2.940)
N (2.711, -0.047, 2.627)
C (3.448, -0.941, 3.315)
C (3.304, -2.184, 2.737)
C (2.458, -1.948, 1.650)
N (2.102, -0.672, 1.600)
N (2.515, 2.398, 1.720)
C (2.868, 3.697, 1.770)
C (1.999, 4.435, 0.998)
C (1.101, 3.481, 0.508)
N (1.413, 2.269, 0.937)
H (0.880, 3.137, 6.938)
H (-1.097, 2.840, 5.039)
H (3.115, 2.214, 5.620)
H (3.839, 1.681, 3.404)
H (4.022, -0.617, 4.166)
H (3.754, -3.111, 3.044)
H (2.111, -2.626, 0.887)
H (3.725, 3.993, 2.353)
H (2.020, 5.490, 0.796)
H (0.265, 3.611, -0.161)
Te (-1.235, -3.725, 2.532)
C (-3.170, -4.492, 3.001)
C (-4.148, -4.635, 2.020)
C (-5.405, -5.092, 2.377)
N (-5.754, -5.423, 3.621)
C (-4.815, -5.292, 4.553)
C (-3.529, -4.836, 4.302)
C (-1.812, -2.031, 1.523)
P (-1.282, -1.896, -0.193)
C (-2.798, -1.201, -1.009)
C (-2.680, -0.289, -2.054)
C (-3.813, 0.228, -2.668)
C (-5.073, -0.151, -2.234)
C (-5.202, -1.035, -1.169)
C (-4.071, -1.547, -0.558)
C (-1.271, -3.565, -0.958)
C (-2.343, -4.106, -1.663)
C (-2.244, -5.357, -2.257)
C (-1.065, -6.083, -2.163)
C (0.016, -5.546, -1.475)
C (-0.089, -4.301, -0.886)
P (-1.183, -0.441, 2.168)
C (-1.390, -0.656, 3.976)
C (-0.277, -0.559, 4.805)
C (-0.379, -0.818, 6.164)
C (-1.599, -1.176, 6.715)
C (-2.712, -1.304, 5.895)
C (-2.602, -1.062, 4.536)
C (-2.467, 0.839, 1.720)
C (-3.745, 0.983, 2.263)
C (-4.615, 1.956, 1.799)
C (-4.229, 2.804, 0.770)
C (-2.969, 2.669, 0.209)
C (-2.102, 1.700, 0.691)
H (-3.934, -4.388, 0.988)
H (-6.174, -5.202, 1.618)
H (-5.103, -5.553, 5.568)
H (-2.824, -4.730, 5.116)
H (-1.697, 0.044, -2.351)
H (-3.705, 0.948, -3.471)
H (-5.959, 0.262, -2.706)
H (-6.184, -1.311, -0.804)
H (-4.150, -2.195, 0.307)
H (-3.269, -3.548, -1.761)
H (-3.093, -5.756, -2.799)
H (-0.986, -7.056, -2.632)
H (0.947, -6.095, -1.405)
H (0.764, -3.887, -0.363)
H (0.683, -0.290, 4.380)
H (0.503, -0.735, 6.788)
H (-1.682, -1.369, 7.779)
H (-3.664, -1.619, 6.305)
H (-3.451, -1.254, 3.892)
H (-4.079, 0.325, 3.055)
H (-5.603, 2.043, 2.236)
H (-4.915, 3.560, 0.404)
H (-2.657, 3.307, -0.608)
H (-1.115, 1.597, 0.230)
C (-0.883, 4.475, -4.059)
C (0.329, 3.791, -4.677)
Sb (1.684, 3.111, -3.102)
C (3.275, 2.435, -4.400)
C (3.105, 2.628, -5.898)
C (2.511, 5.098, -2.759)
C (3.067, 5.849, -3.953)
H (-1.611, 4.812, -4.804)
H (-0.591, 5.352, -3.475)
H (-1.407, 3.802, -3.375)
H (0.836, 4.457, -5.377)
H (0.016, 2.910, -5.245)
H (3.412, 1.381, -4.159)
H (4.176, 2.932, -4.033)
H (2.202, 2.137, -6.267)
H (3.951, 2.204, -6.448)
H (3.030, 3.683, -6.172)
H (3.288, 4.937, -2.008)
H (1.728, 5.682, -2.266)
H (3.876, 5.293, -4.431)
H (3.473, 6.827, -3.674)
H (2.303, 6.024, -4.715)
Te (4.167, 1.037, -0.872)
C (5.331, -0.330, -1.969)
C (5.770, -1.565, -1.557)
C (6.534, -2.260, -2.531)
C (6.679, -1.557, -3.689)
S (5.870, -0.046, -3.577)
H (5.541, -1.951, -0.574)
H (6.955, -3.245, -2.374)
H (7.205, -1.857, -4.581)
C (0.539, -0.207, -4.184)
C (0.705, -0.881, -2.821)
C (1.993, -1.701, -2.791)
O (0.682, 0.050, -1.803)
H (1.431, 0.371, -4.438)
H (0.389, -0.952, -4.972)
H (-0.319, 0.469, -4.187)
H (-0.137, -1.598, -2.710)
H (2.858, -1.079, -3.032)
H (1.944, -2.538, -3.496)
H (2.163, -2.102, -1.789)

Output
F_max, eV/A: 1.01
2S+1: 3
Relative energy (zero: lowest compared OMol25 entry of this formula, charge and spin), kJ/mol: 150.2
Total charge: -2
Highest occupied orbital energy (alpha / beta), eV: -1.043 / -1.386
Kohn-Sham gap (alpha / beta), Eh: 0.1764 / 0.1889